Formula: C4H14N2O
Source: the Open Molecules 2025 dataset
Level of theory: ωB97M-V/def2-TZVPD

Results
SMILES string	CC[C@@H](N)CN.O
charge	0
HOMO-LUMO gap	0.35789	Eh
energy above the lowest of the compared OMol25 structures with the same formula, charge and spin	27.6	kcal per mole
calculated total energy	-9402.40996	eV

Structure (XYZ):
```
21
Properties=species:S:1:pos:R:3:forces:R:3:mulliken_charge:R:1
C 0.1727 0.5839 0.6977 0.219 0.049 0.781 0.38
H -2.4213 0.8438 -1.1624 0.018 -0.071 0.057 0.28
H -1.9400 2.0839 -0.0615 0.359 0.153 -0.084 0.33
N -0.2579 -0.6944 1.3141 -0.288 0.450 -0.534 -0.73
H -0.2718 1.3849 1.3049 -0.087 -0.188 -0.020 0.29
C 1.7012 0.7571 0.8713 -0.120 0.054 -1.028 -0.94
H 1.4507 -0.2372 2.5925 0.241 -0.253 -0.178 0.31
H 0.4939 1.2527 -1.3130 0.348 0.409 -0.011 0.34
H 2.4674 0.9933 2.7313 0.228 0.045 0.016 0.26
H -0.3595 -0.2014 -1.2406 -0.052 -0.341 0.082 0.29
H 1.8948 1.8326 0.7573 0.082 -0.141 0.170 0.30
H -0.0731 -3.7149 -2.2332 -0.026 -0.072 0.072 0.31
H 2.2104 0.3131 -0.0053 -0.114 -0.190 0.335 0.30
N 2.2297 0.2237 2.1196 -0.460 0.334 0.316 -0.60
H -1.5677 2.1935 -1.8087 0.133 0.132 0.182 0.32
H -0.1362 -1.4018 0.5970 0.150 -0.282 0.131 0.19
H -1.2643 -0.6367 1.4280 -0.051 -0.097 0.199 0.27
H -1.5565 -4.1256 -2.1609 0.211 0.053 -0.053 0.32
O -0.8876 -3.7438 -2.7423 -0.176 0.024 -0.006 -0.64
C -1.6003 1.5315 -0.9423 -0.584 -0.511 -0.133 -1.14
C -0.2847 0.7618 -0.7435 -0.031 0.442 -0.292 -0.46
```
Positions in Å, forces in eV/Å.